Record 1
Below is C6H12F14Li3N7O34S14 as an isolated structure, with properties calculated with wB97M-V/def2-TZVPD.

The geometry in XYZ format:
```
90
Properties=species:S:1:pos:R:3:forces:R:3:mulliken_charge:R:1
O -2.409 -0.014 0.090 0.7 0.1 2.1 -0.510
O 6.114 -4.580 2.786 -3.0 -0.5 -1.6 -0.524
O 3.604 0.543 5.223 -0.2 -0.8 -0.7 -0.591
S -1.101 0.210 0.644 1.7 0.3 -6.6 0.989
O 0.677 -0.662 -7.267 -1.0 1.0 -1.4 -0.259
O 4.050 3.425 -3.697 -0.3 1.2 0.9 -0.602
O -3.185 8.750 -3.458 -1.9 -1.1 0.3 -0.617
O -2.724 -1.657 2.521 3.5 2.7 -0.2 -0.568
H 0.585 -1.931 -5.827 0.1 -0.7 -0.1 0.220
H 2.552 1.865 -10.153 0.0 -0.5 0.3 0.261
S 0.574 7.778 3.054 0.2 -0.4 1.3 0.935
O -2.108 -10.477 4.256 0.1 1.5 -2.1 -0.641
O -0.248 -6.884 2.783 -1.1 -1.7 2.8 -0.512
F -0.618 -1.788 3.657 0.0 -0.5 0.8 -0.307
C -7.580 -8.375 2.100 -0.8 0.2 -1.6 -0.623
O 0.924 6.681 2.165 -0.3 1.3 0.7 -0.457
O -7.478 -5.548 1.918 1.4 -1.6 3.1 -0.560
S -1.321 -9.819 3.189 -9.7 -10.2 -4.9 1.003
F 4.362 6.900 -1.124 0.3 -0.1 -0.7 -0.222
O -1.394 0.438 3.323 -0.9 -2.6 -2.2 -0.539
O -0.553 1.500 0.821 -0.1 0.5 1.6 -0.458
O -6.929 -5.610 4.203 0.1 -1.2 -1.8 -0.277
H 1.910 0.421 -11.066 0.7 -0.6 0.6 0.288
H -8.571 -4.429 4.564 -0.1 0.1 -0.4 0.267
H -8.661 -8.364 2.241 -0.2 0.0 -0.4 0.271
O -7.031 -7.539 3.042 1.5 2.9 2.5 -0.281
S -0.617 -7.749 3.933 2.2 2.7 0.3 1.003
H -7.092 -3.885 5.300 0.3 -0.1 -0.3 0.214
F -0.563 -11.183 2.561 -0.7 0.6 -0.2 -0.385
F 3.826 -4.184 3.460 0.4 -0.3 -1.0 -0.284
O 4.742 2.691 5.469 -1.4 -1.2 -1.9 -0.540
N -0.247 9.107 2.299 1.5 -3.8 3.5 -0.253
O 1.644 0.464 -8.858 -1.0 0.1 -1.9 -0.265
S 4.403 6.127 -2.527 1.2 2.5 2.1 1.075
H -1.028 -1.777 -6.261 -0.5 1.3 -0.9 0.291
H -7.258 -9.411 2.207 0.5 0.3 0.4 0.230
S 5.252 2.312 2.935 12.7 3.5 -4.5 0.996
O -5.440 5.806 -1.390 1.6 0.2 -1.1 -0.623
O 1.559 8.054 4.143 -2.8 -0.3 -2.6 -0.560
O 5.676 5.390 -2.496 -2.5 1.2 0.1 -0.582
O 4.271 -6.209 2.150 1.0 3.8 -0.3 -0.539
O 4.189 7.115 -3.573 0.7 -1.2 1.9 -0.544
O 1.052 9.152 0.182 0.7 1.4 2.5 -0.523
C 0.642 -0.454 -8.621 0.4 0.0 0.2 0.714
S 4.756 -4.811 2.260 -1.1 -2.9 5.1 1.041
S 3.115 4.525 -3.525 -6.0 -4.2 -6.8 1.033
O 2.096 10.253 2.279 -2.7 -1.2 -2.0 -0.594
N 3.897 1.868 2.966 -8.7 -3.9 5.6 -0.209
C 1.772 1.107 -10.231 -0.9 -0.6 0.8 -0.645
H -7.308 -8.010 1.110 -0.3 -0.2 -0.2 0.294
H -7.261 -3.708 3.503 -0.3 0.2 0.3 0.324
N 2.915 5.252 -2.167 4.7 1.9 -0.4 -0.186
O 5.556 -5.208 -0.478 0.3 1.3 2.4 -0.585
H 0.066 -2.566 -7.457 -0.3 -0.4 0.4 0.295
N 4.173 -3.747 1.089 -0.7 -1.6 3.4 -0.210
F -1.949 6.907 -4.051 -0.1 -0.2 0.3 -0.262
Li 2.701 -0.891 2.129 0.2 0.4 0.5 0.953
C -0.035 -1.779 -6.711 1.7 -0.8 0.2 -0.627
S 3.826 1.847 4.708 -1.6 1.6 2.4 1.129
O -4.210 6.541 -4.319 -0.3 1.9 1.9 -0.529
O 6.617 -3.166 0.629 -2.8 -1.6 -1.1 -0.538
O 6.385 1.543 3.504 -2.8 1.5 -0.1 -0.639
O -0.073 -1.023 -9.428 1.0 1.0 1.0 -0.571
N -2.974 6.750 -1.790 -2.4 3.0 -4.6 -0.190
S -3.374 7.310 -3.397 4.7 0.9 -1.3 1.054
O 2.713 5.190 -4.801 2.2 -0.3 2.6 -0.621
F 0.538 -7.607 4.997 0.1 1.4 0.4 -0.237
S 5.417 -3.922 0.224 5.2 1.3 -7.7 0.978
C -7.107 -6.145 2.945 -2.2 -0.4 -1.4 0.752
F -0.245 -0.147 -0.703 0.4 -1.0 0.4 -0.332
N -0.401 -1.062 1.591 1.6 2.0 -5.9 -0.187
Li 2.356 3.606 0.669 0.0 0.6 -0.1 0.969
F 4.805 -3.137 -1.064 0.1 0.9 0.6 -0.315
F -0.751 7.243 3.770 0.5 0.3 0.1 -0.253
F 2.437 2.600 4.849 0.4 -0.4 -0.3 -0.225
O 5.326 3.746 2.793 0.6 -0.5 0.9 -0.593
S -1.442 -0.878 2.628 -5.8 -2.1 9.8 0.961
N -0.107 -9.313 3.712 5.2 6.7 2.0 -0.126
O -1.845 -7.528 4.698 2.1 -0.4 -1.8 -0.509
F 5.392 1.858 1.428 0.6 -0.3 -1.9 -0.292
O -2.029 -9.294 1.966 1.9 -0.6 3.5 -0.594
S 0.911 9.752 1.520 1.9 2.8 -3.4 1.035
C -7.503 -4.305 4.382 0.2 -0.1 -0.1 -0.612
Li 0.901 -3.660 0.382 -0.1 -0.1 0.2 0.927
F -0.002 11.085 1.216 1.0 -0.2 0.0 -0.326
O -3.659 4.507 -2.680 -1.7 1.9 2.1 -0.586
F -3.382 5.205 -0.346 -0.7 -1.2 0.6 -0.275
H 0.871 1.605 -10.589 -0.4 0.2 0.9 0.299
S -4.035 5.614 -1.755 0.5 -5.3 1.7 1.026
F 1.694 3.790 -3.352 -0.2 -1.2 0.7 -0.313
```
Positions in Å, forces in eV/Å.

Calculated values
Gap between HOMO and LUMO ... 4.897 eV
Total charge ... -4
DFT total energy ... -276800.9621 eV
Strongest force on any atom ... 0.2895 hartree/bohr
Lowest unoccupied orbital energy ... 2.7286 eV

***

Record 2
Below is C6H12F3N2O4S as an isolated structure, with properties calculated with wB97M-V/def2-TZVPD.

The geometry in XYZ format:
```
28
Properties=species:S:1:pos:R:3:forces:R:3:mulliken_charge:R:1
H 2.051 2.997 1.355 0.0 0.0 0.0 0.349
C 1.801 -0.487 -0.685 -0.1 0.0 -0.1 0.960
N -4.638 1.305 1.767 -0.3 -1.1 -0.4 0.495
F 2.252 0.680 -1.127 0.0 0.0 0.0 -0.239
H -0.600 -4.069 -4.041 0.0 0.0 0.0 0.373
F 2.822 -1.308 -0.496 0.0 0.0 0.0 -0.236
S -1.975 1.900 2.442 -0.3 0.2 0.2 0.309
O -5.117 2.165 2.234 -0.6 1.1 0.6 0.006
H -1.316 -2.366 -2.338 0.1 0.1 0.0 0.326
H -1.649 0.664 2.873 0.2 -0.2 -0.1 0.225
H 0.442 -2.642 -4.102 -0.1 0.0 0.0 0.323
H 0.348 2.935 3.288 0.1 0.1 -0.1 0.251
C 1.922 2.268 2.161 0.3 0.1 0.1 -0.798
C -0.462 -3.024 -2.182 -0.2 -0.2 -0.1 -0.211
H -0.559 3.153 1.009 -0.1 0.0 0.1 0.434
O 0.526 -2.333 -1.367 -0.1 -0.1 0.0 -0.296
O 0.208 -0.388 -2.479 -0.1 0.0 0.0 -0.503
H 2.287 1.303 1.827 -0.1 0.0 0.0 0.164
H 2.543 2.576 3.000 0.0 0.0 0.0 0.362
F 1.220 -0.254 0.526 0.0 -0.2 -0.1 -0.286
N 0.533 2.189 2.628 -0.2 0.0 0.0 -0.358
H -0.779 -3.862 -1.568 0.1 0.0 0.1 0.310
C 0.736 -1.068 -1.652 0.2 0.1 0.1 0.281
O -3.006 1.650 1.293 0.6 -0.1 -0.2 -0.408
H -0.297 1.401 0.859 0.0 0.0 0.0 0.110
H 1.010 -4.113 -3.306 0.0 -0.1 0.0 0.312
C 0.137 -3.488 -3.488 0.2 0.1 0.0 -1.109
C -0.441 2.216 1.567 0.5 0.1 0.0 -0.148
```
Positions in Å, forces in eV/Å.

Calculated values
Gap between HOMO and LUMO ... 7.581 eV
Total charge ... +1
DFT total energy ... -36563.5018 eV
Strongest force on any atom ... 0.0257 hartree/bohr
Lowest unoccupied orbital energy ... -5.8261 eV

***

Record 3
Below is C6H12F6O4PReS3Se as an isolated structure, with properties calculated with wB97M-V/def2-TZVPD.

The geometry in XYZ format:
```
34
Properties=species:S:1:pos:R:3:forces:R:3:mulliken_charge:R:1
O -1.495 0.187 0.279 0.3 -0.1 -0.1 -0.528
F 1.613 -2.572 -3.463 -0.1 0.1 0.0 -0.191
H 0.586 -0.017 3.436 0.0 0.0 0.0 0.424
Se -2.252 0.701 -1.905 -0.9 0.2 -0.4 1.299
H -1.176 -2.013 1.847 0.0 0.0 0.0 0.427
H -1.597 2.896 0.709 0.0 0.0 0.0 0.396
C 1.820 2.039 2.169 0.0 0.1 0.0 -0.685
O -2.315 -0.782 -2.430 0.1 0.1 0.0 -0.386
F 3.320 -0.889 -3.324 0.0 0.1 -0.1 -0.247
H -1.533 -1.375 3.444 0.0 0.0 0.0 0.550
F 1.204 -0.241 -3.662 -0.1 0.1 0.0 -0.223
H 3.089 0.433 2.863 0.0 0.0 0.0 0.500
F 2.086 0.581 -1.476 0.0 0.1 0.0 -0.731
F 2.559 -1.804 -1.447 0.1 -0.1 0.3 -0.253
F 0.443 -1.245 -1.825 0.1 0.2 0.1 -0.620
Re 0.435 0.452 -0.472 0.1 -0.1 0.6 2.190
C 2.585 0.746 1.947 0.0 0.0 0.0 -0.858
C -0.929 2.722 1.555 0.1 0.1 0.0 -0.707
C -1.024 -1.150 2.501 0.1 0.1 0.0 -0.862
H -0.848 3.668 2.092 0.0 0.0 0.0 0.543
C 0.445 -0.868 2.776 0.1 -0.1 -0.1 -0.653
O -3.508 1.561 -1.492 0.2 0.0 -0.1 -0.463
H 1.242 2.047 3.092 0.0 0.0 0.0 0.452
C -1.481 1.679 2.520 -0.1 0.0 0.0 -0.702
H -0.795 1.433 3.328 0.0 0.0 0.0 0.402
S 1.570 -0.644 1.343 0.1 0.3 -0.1 -0.026
H -2.383 2.088 2.979 0.0 0.0 0.0 0.534
H 2.527 2.867 2.228 0.0 0.0 0.0 0.525
O -0.811 1.488 -1.891 0.0 -0.2 0.0 -0.642
S 0.697 2.443 0.770 -0.1 -0.4 0.0 -0.041
S -2.046 0.126 1.741 0.1 0.0 0.0 0.282
H 0.839 -1.742 3.296 0.0 0.0 0.0 0.525
H 3.345 0.858 1.172 0.0 0.0 0.0 0.466
P 1.939 -1.262 -2.765 0.1 -0.4 -0.2 1.303
```
Positions in Å, forces in eV/Å.

Calculated values
Gap between HOMO and LUMO (alpha / beta) ... 8.526 / 7.649 eV
⟨S²⟩ ... 2.01
Total charge ... +2
DFT total energy ... -140166.5176 eV
Strongest force on any atom ... 0.0202 hartree/bohr
Lowest unoccupied orbital energy (alpha / beta) ... -7.9681 / -8.2642 eV
Spin multiplicity ... 3